Record 1
Molecular formula: CF4GdNO2S2
Method: DFT, the ωB97M-V functional and the def2-TZVPD basis

- spin multiplicity = 8
- highest occupied orbital energy (alpha / beta) (eV) = -18.428 / -18.007
- expectation value of S² = 16.782
- frontier orbital gap (alpha / beta) (Ha) = 0.2818 / 0.2927
- charge = +2
- relative energy (zero: lowest compared OMol25 entry of this formula, charge and spin) (kJ/mol) = 0.0
- lowest unoccupied orbital energy (alpha / beta) (eV) = -10.76 / -10.04

Last column: Löwdin charge in e.
Geometry (Å):
Gd: -2.09342 -4.83581 1.07012  1.92
F: -5.62130 0.27729 -0.05824  -0.24
N: -5.42671 -1.54032 2.28106  -0.45
S: -4.79598 -0.39511 1.31346  1.06
O: -4.22022 0.68670 2.11918  -0.22
S: -5.32171 -3.10638 2.00785  1.04
O: -4.02363 -3.52843 1.26926  -0.86
C: -6.43225 -3.34678 0.48461  -0.75
F: -6.69231 -4.64382 0.42052  0.16
F: -7.53916 -2.64543 0.64147  0.18
F: -5.85828 -2.98354 -0.64608  0.17


Record 2
Molecular formula: C30H82IN7O9V
Method: DFT, the ωB97M-V functional and the def2-TZVPD basis

- spin multiplicity = 2
- highest occupied orbital energy (alpha / beta) (eV) = -6.809 / -6.810
- expectation value of S² = 0.793
- frontier orbital gap (alpha / beta) (Ha) = 0.2546 / 0.2546
- charge = 0
- lowest unoccupied orbital energy (alpha / beta) (eV) = 0.12 / 0.12

Last column: Löwdin charge in e.
Geometry (Å):
O: -0.04640 -0.68800 -1.41925  -0.30
V: 0.31690 0.55935 -0.48405  0.88
I: 4.06523 -1.78389 -2.30408  -0.27
C: -2.87917 -0.37991 2.79858  -0.07
C: -2.18935 0.54239 1.82712  -0.45
O: -1.25009 0.04432 0.88833  -0.37
H: -3.55625 -1.02154 2.23470  0.07
H: -3.34632 0.31621 3.49521  0.07
H: -2.02211 -0.89411 3.23350  0.07
H: -1.68380 1.32221 2.39668  0.07
H: -2.91512 1.11334 1.24799  0.07
C: 0.99531 4.87827 0.74013  -0.01
C: 1.60846 3.57758 0.21474  -0.34
C: 3.10633 3.21815 0.47347  -0.18
O: 3.50034 2.11291 -0.27383  -0.23
C: 4.75219 1.61181 0.15242  -0.08
N: 0.89440 2.36995 0.72765  0.02
H: 1.29868 5.63300 0.01456  0.09
H: 1.28150 5.08362 1.77164  0.08
H: -0.09148 4.79460 0.73990  0.06
H: 1.49752 3.53934 -0.86892  0.12
H: 3.21089 2.83727 1.48938  0.11
H: 3.71729 4.10639 0.31260  0.14
H: 5.60007 2.29011 0.05701  0.10
H: 4.88737 0.73162 -0.47615  0.04
H: 4.83676 1.14113 1.13191  0.08
H: 0.17095 2.81598 1.27335  0.07
H: 1.43778 2.11645 1.54041  0.05
C: 2.76506 -8.28110 -1.43308  -0.06
C: 1.56314 -8.24559 -2.34665  -0.40
C: 1.25346 -7.10705 -3.39956  -0.18
O: 0.70756 -6.07210 -2.60959  -0.21
C: 0.50927 -4.86080 -3.24815  -0.12
N: 1.52969 -9.47807 -3.16203  0.00
H: 2.29071 -7.89704 -0.52998  0.08
H: 3.51082 -7.61979 -1.87422  0.08
H: 3.25659 -9.25246 -1.37876  0.07
H: 0.74693 -8.40377 -1.64175  0.13
H: 0.57236 -7.46270 -4.17268  0.11
H: 2.10594 -6.67568 -3.92424  0.12
H: 0.01381 -4.22314 -2.51602  0.09
H: -0.04943 -4.92075 -4.18215  0.08
H: 1.52099 -4.54176 -3.49864  0.08
H: 2.00756 -9.21165 -4.01100  0.06
H: 0.61370 -9.68407 -3.53435  0.06
C: 3.07390 2.12395 -3.78319  -0.05
C: 1.70481 1.66580 -3.34274  -0.41
C: 1.02601 0.58445 -4.26969  -0.10
O: -0.41256 0.45559 -3.93125  -0.26
C: -1.14513 -0.29489 -4.88826  -0.07
N: 1.82020 1.07093 -2.06318  -0.01
H: 3.41779 3.01726 -3.26182  0.08
H: 2.92473 2.37872 -4.83245  0.08
H: 3.85888 1.36771 -3.78346  0.07
H: 1.13323 2.59389 -3.33728  0.13
H: 1.63833 -0.30651 -4.13058  0.09
H: 1.30317 0.70999 -5.31637  0.12
H: -2.17754 -0.15519 -4.56779  0.09
H: -0.90871 -1.35717 -4.94965  0.09
H: -0.88274 0.13816 -5.85352  0.09
H: 2.60835 0.44471 -2.14548  -0.06
H: 2.31870 1.76813 -1.52884  0.03
C: -2.35100 3.10227 -3.21692  -0.03
C: -1.64660 3.01556 -1.87809  -0.41
C: -2.38169 3.65679 -0.68628  -0.24
O: -2.60942 5.00844 -0.88355  -0.15
C: -3.02474 5.58620 0.41303  -0.06
N: -1.30196 1.65265 -1.78342  0.04
H: -3.35240 2.67185 -3.22189  0.09
H: -1.78067 2.59399 -3.99440  0.08
H: -2.43263 4.15922 -3.47047  0.08
H: -0.70759 3.56868 -1.89854  0.13
H: -1.74339 3.42659 0.16676  0.09
H: -3.31113 3.13944 -0.44837  0.13
H: -2.58178 5.11490 1.29039  0.08
H: -4.10255 5.64802 0.56342  0.08
H: -2.73804 6.63764 0.39345  0.08
H: -1.00427 1.42219 -2.72064  0.03
H: -2.21445 1.27124 -1.57853  0.06
C: 1.12408 0.45272 4.69847  -0.06
C: 0.84799 1.88313 4.51121  -0.44
C: 0.68359 2.65717 5.86374  -0.21
O: 1.75636 2.46554 6.77060  -0.19
C: 1.32401 2.90847 8.06755  -0.09
N: 1.92923 2.41109 3.75615  0.06
H: 0.31526 -0.00661 5.26674  0.09
H: 2.08350 0.18610 5.14178  0.09
H: 1.13262 -0.14736 3.78856  0.06
H: -0.12440 2.05249 4.04875  0.12
H: -0.18474 2.28400 6.40674  0.12
H: 0.54956 3.70420 5.59195  0.12
H: 0.69064 2.13511 8.50211  0.09
H: 0.83130 3.86751 7.90762  0.08
H: 2.20924 3.10159 8.67349  0.09
H: 2.72507 1.84655 4.01697  0.08
H: 2.06113 3.37082 4.04184  0.08
C: -5.96487 -0.65705 -3.15196  -0.02
C: -5.55485 0.11142 -1.78597  -0.42
C: -6.38079 -0.33963 -0.55390  -0.18
O: -6.00543 -1.67121 -0.08814  -0.22
C: -6.82681 -2.27174 0.94065  -0.09
N: -4.16615 0.12250 -1.51882  0.07
H: -5.56238 -1.66985 -3.13341  0.07
H: -5.35082 -0.33484 -3.99293  0.06
H: -7.02180 -0.54501 -3.39370  0.07
H: -5.95663 1.12382 -1.82732  0.12
H: -7.45551 -0.27325 -0.72324  0.12
H: -6.11949 0.25853 0.31905  0.11
H: -7.06085 -1.48301 1.65565  0.08
H: -6.25490 -3.08809 1.38176  0.09
H: -7.81055 -2.60898 0.61410  0.08
H: -4.03371 -0.87868 -1.53277  0.09
H: -3.96453 0.39997 -0.56885  0.06
C: 1.18134 -2.87399 1.05764  -0.05
C: 1.69661 -1.59039 1.52203  -0.46
C: 2.96328 -1.79003 2.38714  -0.15
O: 3.55694 -0.51378 2.71925  -0.20
C: 4.75849 -0.69442 3.42799  -0.14
N: 1.98515 -0.68359 0.46072  0.03
H: 0.28379 -2.73210 0.45567  0.09
H: 0.95003 -3.43906 1.96058  0.09
H: 1.85361 -3.51147 0.48338  0.09
H: 0.85567 -1.08645 1.99844  0.11
H: 3.69173 -2.41744 1.87350  0.13
H: 2.75520 -2.52368 3.16596  0.13
H: 5.04828 0.23380 3.92047  0.08
H: 5.61850 -1.12441 2.91458  0.10
H: 4.83026 -1.24305 4.36711  0.09
H: 2.75941 -1.12515 -0.01430  -0.05
H: 2.61434 -0.18383 1.07264  0.06


Record 3
Molecular formula: CH2F2O2
Method: DFT, the ωB97M-V functional and the def2-TZVPD basis

- spin multiplicity = 1
- highest occupied orbital energy (eV) = -12.027
- SMILES = O=C(F)F.O
- frontier orbital gap (Ha) = 0.4600
- charge = 0
- relative energy (zero: lowest compared OMol25 entry of this formula, charge and spin) (kJ/mol) = 79.1
- lowest unoccupied orbital energy (eV) = 0.49

Last column: Löwdin charge in e.
Geometry (Å):
O: 1.16462 1.33880 0.31960  0.23
C: 1.24551 0.21347 0.04843  -0.63
F: 1.57903 -0.34155 -1.10317  0.17
F: 1.22519 -0.79246 0.87053  0.18
O: -1.63654 0.18567 0.22800  -0.06
H: -1.43587 -0.80203 0.22343  0.08
H: -2.14193 0.19809 -0.58683  0.04


Record 4
Molecular formula: C48H43BrMnN8OP
Method: DFT, the ωB97M-V functional and the def2-TZVPD basis

- spin multiplicity = 2
- highest occupied orbital energy (alpha / beta) (eV) = -2.663 / -2.674
- expectation value of S² = 1.116
- frontier orbital gap (alpha / beta) (Ha) = 0.1747 / 0.1751
- charge = -1
- lowest unoccupied orbital energy (alpha / beta) (eV) = 2.09 / 2.09

Last column: Löwdin charge in e.
Geometry (Å):
Mn: -0.79982 0.85313 1.38012  0.55
Br: 4.97313 3.62135 4.73015  0.66
C: 3.23857 3.21990 4.05162  -0.72
C: 2.37386 4.25360 3.69083  -0.14
C: 1.11658 3.95945 3.21767  -0.01
C: 0.66521 2.62216 3.05041  -0.37
O: -0.53776 2.36755 2.68489  -0.14
C: 1.59095 1.59065 3.38023  -0.14
C: 1.28625 0.17132 3.24486  -0.07
N: 0.33120 -0.36731 2.57988  0.05
C: 0.14429 -1.79299 2.70434  -0.17
C: 1.07865 -2.61347 3.35240  -0.07
C: 0.74612 -3.93204 3.65253  -0.12
C: -0.51199 -4.42586 3.39662  -0.08
C: -1.46914 -3.63961 2.71566  -0.24
C: -2.80068 -4.04177 2.50269  -0.11
C: -3.69518 -3.05248 2.05642  -0.14
C: -3.26623 -1.85890 1.56906  -0.15
N: -1.84943 -1.69694 1.23571  -0.03
C: -1.03942 -2.36050 2.22940  -0.14
C: 2.84154 1.91069 3.91412  -0.12
H: 2.69351 5.28311 3.79376  0.09
H: 0.42566 4.75057 2.95435  0.11
H: 1.97056 -0.45639 3.80827  0.10
H: 2.06041 -2.25954 3.62231  0.08
H: 1.48620 -4.56306 4.13287  0.09
H: -0.78372 -5.43261 3.69492  0.10
H: -3.14698 -4.99376 2.88232  0.08
H: -4.76808 -3.20720 2.14787  0.09
H: -3.92900 -1.10469 1.18033  0.07
H: 3.51111 1.10932 4.20350  0.11
C: -2.50491 3.72032 -2.11484  -0.08
N: -3.50211 3.29524 -1.15056  -0.17
C: -4.44290 4.34422 -0.76872  -0.06
C: -3.02224 2.48741 -0.11633  -0.41
N: -1.81239 2.21428 0.14220  0.13
N: -4.04727 1.94255 0.64721  0.15
C: -3.89169 1.22247 1.82482  -0.50
N: -5.10944 0.88982 2.41455  0.13
N: -2.75579 0.93336 2.29643  0.12
H: -3.01457 4.17015 -2.96600  0.09
H: -1.94939 2.85461 -2.46512  0.07
H: -1.79040 4.44845 -1.70917  0.10
H: -4.62963 4.96808 -1.64065  0.08
H: -4.05504 4.98030 0.03526  0.10
H: -5.40424 3.93975 -0.45309  0.07
H: -1.11326 2.65909 -0.44321  0.07
H: -4.97522 2.02980 0.27679  0.13
H: -5.86722 0.73817 1.76516  0.09
H: -5.00941 0.09635 3.03427  0.09
H: -2.82489 0.38718 3.14949  0.10
N: 0.49669 0.77266 -0.12539  -0.26
P: 1.65156 0.69540 -1.10114  0.70
C: 1.62650 -0.64531 -2.34832  -0.29
C: 1.52270 -1.93994 -1.84515  -0.09
C: 1.58659 -3.03638 -2.68824  -0.08
C: 1.72714 -2.85163 -4.05798  -0.09
C: 1.82237 -1.56814 -4.57350  -0.09
C: 1.78596 -0.47074 -3.72044  -0.09
C: 3.37376 0.52194 -0.46693  -0.26
C: 3.72851 1.32960 0.61226  -0.10
C: 4.99913 1.27077 1.16349  -0.08
C: 5.93633 0.38461 0.64697  -0.10
C: 5.59701 -0.42503 -0.42711  -0.09
C: 4.32666 -0.35134 -0.98615  -0.07
C: 1.80320 2.20667 -2.15670  -0.26
C: 0.73241 2.48861 -3.00723  -0.13
C: 0.66502 3.67713 -3.71490  -0.11
C: 1.67219 4.62569 -3.57127  -0.11
C: 2.74213 4.36125 -2.73177  -0.09
C: 2.81097 3.15759 -2.03671  -0.07
H: 1.40388 -2.08423 -0.77659  0.11
H: 1.51832 -4.03380 -2.27519  0.10
H: 1.76317 -3.70910 -4.71943  0.10
H: 1.93808 -1.41593 -5.64018  0.09
H: 1.90652 0.52229 -4.13314  0.09
H: 2.99139 2.01340 1.01480  0.10
H: 5.25969 1.91732 1.99332  0.08
H: 6.92729 0.32678 1.08082  0.10
H: 6.32185 -1.12022 -0.83352  0.10
H: 4.08260 -0.98651 -1.82830  0.10
H: -0.05522 1.74937 -3.11255  0.10
H: -0.17062 3.86725 -4.37928  0.10
H: 1.62094 5.56248 -4.11272  0.09
H: 3.53099 5.09394 -2.61171  0.10
H: 3.66083 2.96648 -1.39387  0.09
C: -0.84620 -5.89453 -1.85664  -0.11
C: -0.34619 -5.56480 -0.57819  -0.09
C: -0.61016 -4.34714 -0.01940  -0.02
C: -1.38388 -3.36524 -0.69710  -0.07
C: -1.72601 -2.07489 -0.16313  -0.14
C: -2.18408 -1.11750 -1.03463  -0.04
C: -2.48542 -1.39342 -2.37790  -0.07
C: -2.34344 -2.66170 -2.85782  -0.06
C: -1.77344 -3.65984 -2.03401  -0.17
C: -1.52941 -4.95386 -2.56658  -0.06
H: -0.65744 -6.87342 -2.28106  0.09
H: 0.25322 -6.28052 -0.02887  0.10
H: -0.18877 -4.11870 0.94603  0.09
H: -2.36059 -0.12779 -0.63943  0.08
H: -2.85540 -0.59757 -3.01480  0.10
H: -2.60896 -2.91372 -3.87812  0.10
H: -1.87478 -5.16354 -3.57313  0.10


Record 5
Molecular formula: C12H16N2
Method: DFT, the ωB97M-V functional and the def2-TZVPD basis

- spin multiplicity = 1
- highest occupied orbital energy (eV) = -8.034
- SMILES = C/C=C/C(=C=NC/C=C(\C)C#N)CC
- frontier orbital gap (Ha) = 0.3044
- charge = 0
- relative energy (zero: lowest compared OMol25 entry of this formula, charge and spin) (kJ/mol) = 569.5
- lowest unoccupied orbital energy (eV) = 0.25

Last column: Löwdin charge in e.
Geometry (Å):
C: 2.79893 1.39934 2.43346  -0.10
C: 1.38039 1.18397 1.86828  -0.12
C: 1.20855 0.09799 1.11323  -0.12
C: 0.01860 -0.59702 0.69423  -0.27
C: -1.18842 -0.15458 0.84209  -0.09
N: -2.20750 0.53423 0.71013  0.12
C: -2.70570 0.92752 -0.62046  -0.20
C: -1.82838 0.30645 -1.62458  -0.05
C: -0.48838 0.51439 -1.74899  -0.30
C: 0.27052 1.78558 -1.30755  -0.01
C: 0.23291 -0.31314 -2.53900  -0.24
N: 0.68257 -1.18748 -3.14003  0.20
C: 0.26755 -1.99589 0.13468  -0.20
C: -0.96762 -2.91344 -0.10738  -0.07
H: 2.99452 2.55070 2.34946  0.09
H: 2.96333 1.20128 3.50969  0.07
H: 3.60301 1.00555 1.87843  0.04
H: 0.49545 1.70610 2.10377  0.09
H: 2.06721 -0.58013 0.75551  0.15
H: -3.71374 0.74590 -0.67167  0.07
H: -2.67473 2.17130 -0.66332  0.18
H: -2.42629 -0.57358 -1.97119  0.14
H: 0.09839 1.99123 -0.27840  0.05
H: 1.31270 1.56146 -1.22711  0.07
H: 0.08700 2.46517 -2.18135  0.12
H: 0.91638 -2.55413 0.72307  0.08
H: 0.76242 -1.86846 -0.80145  0.07
H: -0.77052 -4.05719 0.16609  0.12
H: -1.83679 -2.56450 0.64111  0.11
H: -1.35237 -2.78861 -1.04073  0.00


Record 6
Molecular formula: C3H8NO2
Method: DFT, the ωB97M-V functional and the def2-TZVPD basis

- spin multiplicity = 1
- highest occupied orbital energy (eV) = -15.325
- frontier orbital gap (Ha) = 0.3987
- charge = +1
- relative energy (zero: lowest compared OMol25 entry of this formula, charge and spin) (kJ/mol) = 119.1
- lowest unoccupied orbital energy (eV) = -4.48

Last column: Löwdin charge in e.
Geometry (Å):
O: -0.15969 -1.41380 0.63744  0.04
C: -0.46183 -2.57242 0.69356  -0.33
O: -1.54879 -3.00752 0.08459  0.14
H: 0.04207 -3.31051 1.32193  0.16
H: -1.62274 -3.94272 -0.09386  0.13
C: 0.62808 1.75990 -1.36522  0.01
C: 0.28729 1.62341 1.00328  0.16
N: 0.20221 1.07874 -0.13590  0.00
H: 1.12336 1.03547 -2.00427  0.11
H: -0.20674 2.25724 -1.84881  0.11
H: 1.37796 2.49856 -1.08427  0.10
H: 0.70882 2.62453 1.02706  0.12
H: -0.12895 1.23963 1.92389  0.13
H: -0.24106 0.12951 -0.15943  0.12